{
  "formula": "C36H45N4O3PTi",
  "method": "ωB97M-V with the def2-TZVPD basis set",
  "homo_ha": [-0.1748, -0.2533],
  "energy_ha": -3034.52976,
  "spin_multiplicity": 3,
  "s2": 2.0237,
  "lumo_energy_ha": [-0.0002, 0.0003],
  "orbital_gap_ev": [4.75, 6.90],
  "e_above_lowest_kj_mol": 0.0,
  "symbols": ["Ti", "O", "C", "N", "C", "C", "C", "C", "C", "C", "N", "C", "O", "C", "C", "C", "C", "C", "N", "C", "C", "C", "C", "C", "N", "H", "H", "H", "H", "H", "H", "H", "H", "H", "H", "H", "H", "O", "P", "C", "C", "C", "C", "C", "C", "C", "C", "C", "C", "C", "C", "C", "C", "C", "C", "C", "C", "H", "H", "H", "H", "H", "H", "H", "H", "H", "H", "H", "H", "H", "H", "H", "H", "H", "H", "H", "H", "H", "H", "H", "H", "H", "H", "H", "H", "H", "H", "H", "H", "H"],
  "coordinates": [[-0.07474, -0.81751, -1.91456], [1.15600, -4.79183, -2.18251], [0.96263, -3.59614, -2.24122], [-0.11773, -2.83784, -2.17774], [-1.40805, -3.37230, -2.07562], [-1.77560, -4.69488, -1.68818], [-3.11279, -4.94579, -1.51902], [-4.09076, -3.99956, -1.72406], [-3.76771, -2.73744, -2.16358], [-2.42401, -2.39535, -2.31453], [-1.89219, -1.14130, -2.61140], [-2.65079, -0.09652, -3.03141], [-3.87313, -0.10977, -3.17607], [-1.78881, 1.09666, -3.16987], [-2.34357, 2.28488, -3.54243], [-1.53451, 3.43497, -3.57291], [-0.14220, 3.27637, -3.35377], [0.36480, 2.04571, -3.03260], [-0.46143, 0.94833, -2.89612], [2.19373, -2.64473, -2.45096], [3.42577, -3.18357, -2.76589], [4.46186, -2.30276, -3.00143], [4.25699, -0.92805, -2.88691], [3.02489, -0.45544, -2.57615], [2.03008, -1.32255, -2.34752], [-1.04796, -5.48174, -1.51074], [-3.42182, -5.98061, -1.26429], [-5.13113, -4.23386, -1.70642], [-4.51998, -2.03683, -2.42592], [-3.40621, 2.27065, -3.67350], [-1.88117, 4.42262, -3.76005], [0.58547, 4.08123, -3.40789], [1.40086, 1.91107, -2.79311], [3.53655, -4.26558, -2.86663], [5.42477, -2.68412, -3.32705], [5.07442, -0.25988, -3.07515], [2.73310, 0.59129, -2.58635], [0.20752, -0.38051, -0.07886], [0.04753, 0.37562, 1.23556], [1.31323, 1.60950, 1.42707], [2.62596, 0.89469, 1.77125], [3.86481, 1.76236, 1.45295], [3.50623, 3.25268, 1.55781], [2.43066, 3.72543, 0.56108], [1.52337, 2.49046, 0.19680], [-0.03088, -0.86421, 2.60878], [0.90556, -2.07828, 2.40352], [0.75198, -3.00961, 3.59668], [1.13090, -2.31841, 4.93553], [1.15585, -0.78944, 4.86055], [0.03530, -0.23292, 4.01880], [-1.60274, 1.13790, 1.45724], [-2.64620, 0.43239, 0.61338], [-3.95390, 1.22939, 0.58354], [-3.72041, 2.57999, -0.13120], [-2.27546, 3.12278, -0.01513], [-1.68746, 2.69701, 1.31033], [1.06402, 2.20527, 2.27700], [2.71227, -0.02544, 1.19211], [2.66250, 0.55594, 2.79703], [4.28971, 1.54930, 0.46877], [4.65319, 1.53876, 2.14797], [4.43650, 3.80286, 1.49520], [3.10195, 3.47381, 2.54781], [2.96019, 4.18334, -0.30305], [1.82589, 4.51091, 0.97941], [2.04952, 1.86132, -0.51495], [0.59408, 2.77550, -0.25660], [-1.05362, -1.26901, 2.43173], [1.96796, -1.75514, 2.36223], [0.61830, -2.54780, 1.45788], [1.36329, -3.89496, 3.47762], [-0.28234, -3.35282, 3.70542], [2.13505, -2.61996, 5.21530], [0.42707, -2.66563, 5.72480], [2.15924, -0.44334, 4.48832], [1.05820, -0.44711, 5.90787], [0.16429, 0.86884, 3.97802], [-0.91375, -0.41528, 4.50040], [-1.77513, 0.91041, 2.52620], [-2.86906, -0.57109, 0.93834], [-2.27075, 0.28880, -0.42158], [-4.33943, 1.30589, 1.59093], [-4.69389, 0.61834, 0.00568], [-4.39398, 3.29883, 0.27937], [-3.94029, 2.49177, -1.18042], [-2.31111, 4.23365, -0.09492], [-1.66832, 2.74733, -0.86165], [-2.37922, 3.05335, 2.09953], [-0.69985, 3.04869, 1.48616]],
  "atomic_forces_ev_per_a": [[0.5, 0.1, -0.9], [-0.1, -0.6, 0.0], [1.6, 1.5, -0.1], [-0.6, -0.5, 0.1], [-1.2, -0.8, 0.5], [0.9, 1.4, -0.3], [-0.8, -1.8, 0.4], [0.0, 0.1, -0.6], [0.8, 0.1, 0.0], [0.5, -0.9, 0.3], [-0.4, -0.2, 0.0], [0.1, 0.1, 0.4], [0.0, 0.5, -0.3], [-1.2, 0.0, -0.6], [0.7, 1.3, 0.4], [0.0, -0.6, -0.2], [0.8, -0.7, 0.3], [-1.4, 0.4, -0.2], [1.6, -0.6, 0.6], [-0.1, -0.6, 0.3], [0.3, -0.3, -0.2], [0.1, -0.1, -0.1], [1.2, -0.3, -0.3], [-1.0, -0.5, 0.1], [-1.0, 0.1, -0.2], [0.0, 0.4, -0.1], [0.2, 0.8, -0.1], [-0.5, -0.4, 0.3], [-0.4, 0.5, 0.0], [-0.4, 0.3, -0.3], [-0.6, 0.5, -0.2], [-0.4, 0.2, -0.1], [0.3, 0.0, -0.1], [-0.1, 0.4, 0.1], [0.0, 0.1, 0.2], [0.2, 0.3, -0.1], [0.4, -0.2, 0.2], [0.2, 0.4, 0.8], [-1.5, -0.5, 0.9], [1.0, -0.4, 0.1], [1.0, -0.4, -0.7], [-0.8, 0.5, -0.1], [-0.1, 0.0, 0.5], [0.6, -1.1, -0.8], [0.9, 0.5, 0.1], [0.2, -0.1, -0.9], [0.2, 0.6, 0.3], [-0.3, 0.1, 0.6], [-0.1, -0.3, -0.2], [0.7, -0.2, 0.7], [0.2, 0.8, -0.4], [0.2, 0.5, 0.4], [-0.3, -0.1, -1.0], [0.2, -0.7, -1.4], [0.5, -0.3, 0.3], [-0.1, 0.2, -0.4], [-0.9, -1.0, 0.4], [-0.5, 0.6, 0.7], [-0.1, -0.1, -0.2], [-0.2, 0.2, 0.4], [-0.3, 0.0, -0.1], [0.4, -0.1, 0.4], [0.0, 0.5, -0.2], [0.2, -0.3, 0.3], [-0.7, -0.6, 0.1], [-0.3, 0.3, 0.3], [0.0, 0.0, -0.3], [-0.4, 0.3, -0.3], [0.4, 0.3, 0.1], [-0.6, -0.2, -0.2], [0.3, -0.1, 0.1], [0.1, -0.2, -0.1], [0.0, 0.0, -0.4], [0.1, -0.3, 0.3], [0.5, 0.3, -0.4], [-0.9, -0.3, 0.3], [0.2, 0.3, -0.6], [-0.2, -0.4, -0.1], [-0.3, 0.0, 0.3], [-0.1, 0.1, -0.3], [0.1, -0.5, 0.4], [-0.3, 0.3, 0.4], [-0.1, 0.3, 0.4], [0.5, 0.6, 0.5], [-0.6, 0.7, 0.3], [-0.3, -0.2, -0.4], [0.2, -0.7, 0.0], [-0.2, 0.2, 0.3], [0.6, 0.0, -0.2], [0.6, 0.9, 0.2]]
}